DFT (ωB97M-V/def2-TZVPD) results for a 2-piece molecular cluster, C4H3Cl2OS overall in a non-equilibrium geometry.

Geometry (Å):
1 C 0.4357 0.7447 -0.4253
2 H -0.9659 -0.4227 -1.4556
3 C -0.8091 0.1878 -0.4497
4 Cl 0.8311 2.0622 0.7702
5 S 1.5801 -2.2663 -0.6877
6 C -1.7151 0.0559 0.5285
7 Cl 1.0497 1.3893 -2.0336
8 H -2.4780 -0.6025 0.4286
9 O 2.0890 -0.6502 1.4200
10 C 1.7866 -1.2053 0.4541
11 H -1.8041 0.7070 1.4504

Its gap between HOMO and LUMO is 5.872 eV. Its HOMO energy is -2.66 eV. Its LUMO energy is 3.2 eV. The charge is -1. The total energy is -42123.87274 eV.

These are the Löwdin partial charges, in e, on atoms 1 to 4: atom 1 (C): -1.147, atom 2 (H): 0.123, atom 3 (C): -0.462, atom 4 (Cl): 0.425